{"formula": "C34H39AsFeN9S3", "method": "ωB97M-V/def2-TZVPD", "total_energy_ev": -177021.0842, "e_homo_ev": [-13.07, -13.07], "multiplicity": 6, "e_above_lowest_kj_mol": 0.0, "charge": 2, "s_squared": 8.767, "symbols": ["Fe", "C", "S", "C", "S", "N", "N", "C", "C", "C", "C", "C", "C", "N", "H", "H", "H", "H", "H", "H", "H", "H", "C", "C", "C", "C", "N", "C", "N", "N", "N", "H", "H", "H", "H", "H", "H", "H", "H", "H", "H", "C", "N", "C", "S", "N", "C", "H", "H", "H", "H", "H", "H", "H", "H", "C", "C", "C", "C", "C", "C", "As", "C", "C", "C", "C", "C", "C", "C", "C", "C", "C", "C", "C", "H", "H", "H", "H", "H", "H", "H", "H", "H", "H", "H", "H", "H"], "positions_angstrom": [[0.1415, 0.2473, -0.1190], [3.8067, 0.4094, 4.3218], [2.0084, 0.5184, 4.2898], [1.6689, 0.3909, 2.5989], [-0.0436, 0.4448, 2.2264], [2.6364, 0.2458, 1.7457], [2.1996, 0.1385, 0.4573], [3.0688, 0.0250, -0.4678], [2.5711, -0.1152, -1.8288], [3.4113, -0.2966, -2.9137], [2.8514, -0.4338, -4.1745], [1.4745, -0.3854, -4.3146], [0.6959, -0.2033, -3.1843], [1.2301, -0.0729, -1.9703], [4.0874, 0.5612, 5.3622], [4.2477, 1.1854, 3.7033], [4.1403, -0.5701, 3.9903], [4.1326, 0.0153, -0.2508], [4.4822, -0.3374, -2.7675], [3.4859, -0.5776, -5.0388], [1.0018, -0.4897, -5.2806], [-0.3850, -0.1739, -3.2418], [-2.6249, 6.4241, -0.6596], [-1.5930, 6.3298, 0.4586], [-2.0066, 5.3759, 1.5763], [-0.1962, 5.9809, -0.0535], [-0.0188, 4.5470, -0.3322], [0.8212, 3.6943, 0.2475], [0.6901, 2.5235, -0.3325], [-0.2584, 2.6869, -1.2759], [-0.7056, 3.8859, -1.2807], [-3.5911, 6.7292, -0.2560], [-2.7469, 5.4692, -1.1724], [-2.3315, 7.1631, -1.4055], [-1.4847, 7.3252, 0.8982], [-2.2028, 4.3752, 1.1828], [-2.9123, 5.7354, 2.0649], [-1.2319, 5.2892, 2.3418], [0.5465, 6.2194, 0.7069], [0.0604, 6.5186, -0.9652], [1.5038, 3.9471, 1.0416], [-4.0402, 1.3845, 2.6250], [-3.2375, 0.6880, 1.6166], [-3.0355, 0.9492, 0.3362], [-2.1333, -0.2618, -0.5655], [-3.5107, 1.9824, -0.3386], [-4.4607, 3.0238, 0.0614], [-4.1495, 0.7092, 3.4684], [-5.0321, 1.6115, 2.2480], [-3.5461, 2.2911, 2.9714], [-2.7536, -0.1406, 1.9304], [-3.2679, 1.9600, -1.3175], [-4.2567, 3.3822, 1.0626], [-5.4862, 2.6625, -0.0063], [-4.3369, 3.8570, -0.6236], [-1.6435, -4.7821, 3.4972], [-0.5884, -3.9135, 3.7472], [-0.0076, -3.2114, 2.7030], [-0.4791, -3.3950, 1.4068], [-1.5354, -4.2604, 1.1511], [-2.1169, -4.9533, 2.2045], [0.3600, -2.4172, -0.0204], [-0.1174, -3.2246, -1.6959], [-1.3446, -3.2083, -2.3416], [-1.4568, -3.8001, -3.5935], [-0.3462, -4.3873, -4.1859], [0.8826, -4.3938, -3.5411], [1.0093, -3.8106, -2.2860], [2.2516, -3.7488, -1.4863], [3.4797, -4.2877, -1.8524], [4.5662, -4.1727, -0.9974], [4.4447, -3.5224, 0.2247], [3.2265, -2.9722, 0.6006], [2.1430, -3.0928, -0.2548], [-2.0938, -5.3313, 4.3132], [-0.2168, -3.7844, 4.7550], [0.8099, -2.5286, 2.9068], [-1.8930, -4.4156, 0.1411], [-2.9323, -5.6371, 2.0103], [-2.2118, -2.7522, -1.8805], [-2.4107, -3.8092, -4.1035], [-0.4407, -4.8527, -5.1580], [1.7335, -4.8633, -4.0175], [3.5940, -4.8078, -2.7946], [5.5169, -4.6031, -1.2828], [5.2981, -3.4502, 0.8857], [3.1348, -2.4549, 1.5484]], "forces_ev_per_a": [[0.40, -0.09, 0.31], [0.00, 0.00, 0.01], [0.00, 0.01, -0.05], [0.03, -0.07, 0.05], [0.04, 0.06, -0.20], [0.05, 0.02, 0.13], [-0.05, 0.09, -0.01], [0.11, -0.03, 0.16], [-0.09, -0.05, -0.28], [0.03, -0.02, 0.08], [-0.01, -0.01, -0.07], [0.00, -0.03, -0.01], [-0.01, -0.08, 0.05], [-0.11, 0.18, 0.18], [-0.01, -0.01, 0.00], [0.00, 0.01, 0.00], [-0.01, 0.00, -0.01], [-0.01, -0.01, 0.01], [-0.01, 0.01, 0.01], [0.00, 0.00, 0.00], [0.00, 0.00, 0.00], [0.00, 0.04, 0.01], [-0.05, -0.04, 0.03], [0.02, 0.03, 0.06], [-0.03, 0.04, 0.01], [0.03, -0.01, -0.05], [-0.01, -0.06, -0.09], [0.16, 0.06, 0.14], [-0.38, -0.26, -0.23], [-0.38, 0.05, -0.15], [0.36, 0.13, 0.13], [0.00, -0.01, 0.00], [0.00, 0.00, 0.00], [0.01, 0.00, 0.00], [0.03, 0.01, -0.03], [0.01, -0.03, 0.00], [-0.01, -0.03, -0.02], [-0.01, 0.02, 0.01], [0.05, -0.03, -0.03], [-0.06, 0.04, 0.01], [-0.04, -0.02, 0.03], [0.05, 0.01, 0.00], [-0.06, 0.05, -0.04], [-0.06, -0.18, 0.10], [0.06, 0.16, -0.17], [0.00, 0.00, 0.03], [-0.02, -0.04, -0.02], [0.02, 0.00, 0.00], [-0.02, 0.00, 0.00], [0.00, 0.01, -0.01], [-0.05, -0.03, 0.01], [0.03, 0.02, -0.01], [0.00, 0.01, 0.01], [0.00, 0.00, 0.02], [-0.01, 0.00, -0.03], [0.00, 0.01, 0.00], [0.00, -0.01, 0.00], [-0.01, 0.02, 0.02], [0.02, 0.03, -0.03], [0.00, -0.02, -0.01], [0.00, -0.01, 0.00], [0.01, 0.05, -0.04], [-0.04, 0.03, 0.02], [0.01, -0.01, -0.02], [-0.01, 0.01, 0.01], [0.01, -0.01, -0.02], [0.01, 0.00, 0.00], [-0.03, 0.02, -0.04], [0.05, 0.02, 0.03], [0.00, 0.00, -0.01], [0.01, -0.01, -0.03], [0.00, 0.02, 0.02], [0.00, -0.01, 0.00], [-0.02, -0.05, 0.01], [0.00, 0.00, 0.00], [0.00, 0.00, 0.00], [0.00, 0.00, 0.00], [0.00, 0.00, 0.00], [0.00, 0.00, 0.00], [-0.01, -0.02, 0.00], [0.00, 0.00, 0.00], [0.00, 0.00, 0.00], [0.00, 0.00, 0.00], [0.00, 0.00, 0.00], [0.00, 0.00, 0.00], [0.00, 0.00, 0.00], [0.00, -0.01, 0.00]]}

{"formula": "C34H39BBrCl5N7OsS3", "method": "ωB97M-V/def2-TZVPD", "total_energy_ev": -214624.0952, "e_homo_ev": [-9.53, -9.54], "e_above_lowest_kj_mol": 0.0, "charge": 1, "symbols": ["Os", "C", "C", "C", "C", "N", "C", "C", "N", "B", "N", "C", "C", "N", "C", "S", "C", "C", "C", "C", "N", "C", "C", "N", "C", "S", "C", "C", "C", "C", "C", "S", "H", "H", "H", "H", "H", "H", "H", "H", "H", "H", "H", "H", "H", "H", "H", "H", "H", "H", "H", "H", "H", "H", "H", "H", "H", "H", "H", "H", "H", "H", "H", "H", "H", "H", "N", "C", "C", "C", "C", "C", "C", "C", "H", "H", "H", "H", "H", "Cl", "C", "C", "C", "Cl", "C", "Cl", "C", "Cl", "C", "Cl", "Br"], "positions_angstrom": [[-0.8095, -1.8192, -0.5154], [1.1584, -1.9456, -5.5155], [0.3328, -0.6787, -5.7280], [0.9516, 0.1290, -6.8650], [-1.1208, -0.9839, -6.0834], [0.3842, 0.1437, -4.4684], [0.9247, 1.4159, -4.3835], [0.8680, 1.7934, -3.0951], [0.3136, 0.7514, -2.3693], [-0.0093, 0.8292, -0.8732], [-1.3553, 1.5046, -0.6322], [-1.4748, 2.8814, -0.6194], [-2.7271, 3.1793, -0.2398], [-3.3883, 1.9826, -0.0059], [-2.5273, 0.9705, -0.2529], [-2.8557, -0.7186, -0.1111], [-4.8037, 1.8765, 0.4823], [-4.8026, 1.1849, 1.8443], [-5.3736, 3.2823, 0.6474], [-5.6444, 1.1289, -0.5499], [1.1076, 1.4379, -0.0669], [2.4274, 1.6025, -0.4812], [3.1649, 1.8759, 0.5980], [2.3285, 1.8806, 1.7109], [1.0578, 1.5847, 1.3113], [-0.3359, 1.4084, 2.2287], [2.9405, 1.9854, 3.0788], [1.9309, 2.1756, 4.2057], [3.8736, 3.1983, 3.0772], [3.7206, 0.6918, 3.3180], [-0.0076, -0.2290, -3.2301], [-0.8901, -1.6633, -2.8423], [1.1464, -2.5328, -6.4336], [0.7593, -2.5625, -4.7132], [2.1943, -1.6911, -5.2860], [0.9164, -0.4841, -7.7638], [1.9975, 0.3715, -6.6752], [0.3940, 1.0438, -7.0691], [-1.1498, -1.4381, -7.0739], [-1.7079, -0.0650, -6.1137], [-1.5838, -1.6733, -5.3835], [1.2978, 1.9468, -5.2363], [1.1819, 2.7113, -2.6327], [-0.0203, -0.3631, -0.3465], [-0.6469, 3.5305, -0.8403], [-3.1920, 4.1354, -0.1075], [-4.1028, 1.6827, 2.5174], [-4.5295, 0.1355, 1.7661], [-5.8023, 1.2492, 2.2749], [-4.8295, 3.8592, 1.3960], [-6.4026, 3.1854, 0.9899], [-5.3912, 3.8302, -0.2951], [-5.2928, 0.1134, -0.7092], [-5.6361, 1.6593, -1.5033], [-6.6744, 1.0803, -0.1960], [2.7372, 1.4921, -1.5031], [4.2181, 2.0667, 0.6674], [1.2882, 3.0373, 4.0377], [2.5081, 2.3455, 5.1165], [1.3023, 1.3024, 4.3509], [3.3174, 4.1080, 2.8492], [4.6975, 3.1054, 2.3714], [4.3105, 3.3055, 4.0693], [3.0480, -0.1666, 3.2624], [4.1721, 0.7131, 4.3102], [4.5168, 0.5546, 2.5854], [-0.5372, -2.0170, 1.5173], [-0.3033, -1.9528, 2.6344], [-0.0558, -1.7904, 4.0328], [1.1151, -2.2521, 4.6240], [1.3225, -2.0199, 5.9725], [0.3714, -1.3345, 6.7165], [-0.7949, -0.8730, 6.1178], [-1.0149, -1.0947, 4.7709], [1.8433, -2.7854, 4.0288], [2.2278, -2.3768, 6.4439], [0.5395, -1.1581, 7.7704], [-1.5307, -0.3369, 6.7012], [-1.9072, -0.7286, 4.2810], [3.0051, -1.5580, -0.8347], [2.1874, -3.0718, -0.9919], [0.8205, -3.1045, -0.7350], [0.2383, -4.3538, -0.8751], [-1.5015, -4.2136, -0.5827], [0.8494, -5.5122, -1.3061], [-0.0308, -6.9701, -1.4696], [2.2147, -5.4261, -1.5903], [3.0622, -6.8233, -2.1093], [2.8813, -4.2095, -1.4283], [4.5638, -4.1157, -1.7514], [2.0335, -4.3664, 1.8065]], "forces_ev_per_a": [[0.65, -0.24, -0.96], [0.01, 0.00, -0.01], [0.00, -0.02, -0.06], [0.01, 0.01, 0.01], [-0.01, 0.02, 0.00], [0.00, -0.02, 0.02], [-0.07, -0.07, -0.01], [0.00, 0.00, 0.08], [0.08, 0.13, -0.03], [-0.09, -0.19, 0.11], [-0.17, 0.23, -0.12], [0.12, -0.28, -0.01], [-0.21, -0.16, 0.06], [0.10, 0.05, -0.08], [0.15, 0.43, 0.03], [0.27, -0.34, 0.09], [-0.08, 0.02, 0.04], [0.00, 0.00, 0.02], [0.02, 0.01, 0.01], [0.01, 0.03, -0.01], [-0.13, -0.08, -0.15], [0.13, -0.03, -0.06], [-0.11, 0.02, 0.02], [0.00, -0.03, -0.07], [0.05, 0.07, 0.14], [-0.05, -0.05, 0.01], [0.05, -0.03, 0.07], [-0.02, 0.01, -0.01], [0.00, 0.01, 0.00], [-0.05, -0.03, -0.03], [0.05, 0.14, -0.10], [-0.14, -0.09, 0.36], [0.00, 0.00, 0.01], [0.02, -0.02, -0.01], [0.00, -0.01, 0.01], [0.00, 0.00, 0.01], [0.00, 0.01, 0.01], [0.00, 0.00, -0.01], [0.00, -0.01, 0.02], [-0.01, 0.00, -0.01], [-0.02, -0.01, 0.02], [0.02, 0.00, -0.01], [0.00, 0.00, 0.00], [0.31, -0.25, 0.20], [0.01, -0.01, -0.01], [-0.02, 0.00, 0.01], [-0.01, -0.01, 0.01], [0.00, 0.00, 0.03], [0.01, -0.02, -0.02], [0.00, 0.00, 0.00], [0.01, 0.00, 0.00], [0.00, 0.01, -0.01], [0.00, -0.04, -0.01], [0.00, -0.01, -0.01], [0.01, -0.01, 0.00], [0.03, -0.02, 0.03], [0.01, -0.01, 0.00], [-0.01, 0.01, 0.00], [0.00, 0.00, -0.02], [0.01, -0.01, 0.01], [0.00, 0.02, 0.00], [0.01, 0.00, 0.01], [0.00, 0.00, 0.00], [0.02, -0.01, 0.01], [0.00, 0.01, 0.00], [0.00, -0.01, -0.01], [-0.17, -0.02, -0.46], [0.42, -0.19, 0.26], [-0.19, 0.13, 0.03], [0.20, -0.09, -0.09], [-0.08, 0.07, 0.05], [0.03, -0.03, -0.03], [-0.05, 0.02, -0.03], [-0.01, 0.01, 0.07], [-0.02, -0.08, -0.08], [0.01, -0.01, -0.01], [-0.01, 0.01, 0.02], [0.00, 0.00, 0.00], [-0.01, 0.01, 0.02], [-0.14, -0.23, 0.00], [0.62, 0.13, -0.08], [-0.80, 0.65, 0.28], [-0.24, -0.46, 0.03], [0.10, -0.08, -0.03], [-0.42, 0.15, 0.10], [0.00, 0.07, 0.02], [0.13, -0.13, -0.03], [-0.19, 0.28, 0.11], [0.05, 0.51, -0.02], [-0.10, 0.01, 0.04], [-0.07, 0.10, 0.21]]}

{"formula": "C34H39BaN5O2P2S2", "method": "ωB97M-V/def2-TZVPD", "total_energy_ev": -88374.0215, "e_homo_ev": -6.18, "charge": 0, "symbols": ["Ba", "C", "C", "C", "C", "C", "C", "C", "C", "C", "H", "H", "H", "H", "H", "H", "H", "H", "H", "H", "H", "H", "H", "H", "H", "P", "P", "N", "N", "N", "N", "C", "C", "C", "C", "C", "C", "C", "C", "C", "C", "C", "C", "C", "C", "C", "C", "C", "C", "H", "H", "H", "H", "H", "H", "H", "H", "H", "H", "H", "H", "H", "H", "H", "H", "H", "H", "H", "H", "O", "S", "O", "N", "C", "S", "C", "C", "C", "C", "C", "C", "H", "H", "H", "H"], "positions_angstrom": [[-0.0687, -2.1382, 4.8191], [-1.2081, 2.5132, 2.8955], [-1.6083, 1.6786, 1.9309], [-0.9568, 1.3258, 0.6275], [0.2117, 0.3167, 0.5818], [1.5169, 0.8296, 1.1227], [1.7612, 1.9746, 1.7750], [0.9755, 3.2685, 1.7525], [-0.0813, 3.4934, 2.8505], [2.6994, -2.3564, 4.6757], [-1.8184, 2.5899, 3.7997], [-2.5218, 1.0822, 2.0795], [-0.6577, 2.2341, 0.0930], [-1.7891, 0.8601, 0.0651], [-0.0962, -0.6217, 1.0818], [0.3644, 0.0434, -0.4800], [2.3144, 0.0794, 1.0529], [2.6981, 2.0728, 2.3520], [0.5155, 3.4351, 0.7693], [1.7287, 4.0653, 1.8916], [0.3799, 3.5334, 3.8456], [-0.4737, 4.5100, 2.6943], [2.9455, -2.2068, 5.7446], [3.1952, -1.6178, 4.0119], [2.8776, -3.3972, 4.3557], [1.3844, -1.0739, -3.8284], [-1.8685, -0.6735, -3.6627], [2.8014, -0.0428, -3.9581], [2.1268, -2.3535, -4.9038], [-2.0436, 1.0972, -3.6782], [-3.5054, -0.9971, -4.2837], [0.4506, -0.2329, -5.2021], [-0.9904, -0.7546, -5.3008], [3.4879, 0.4603, -2.8446], [4.5261, 1.2715, -3.2903], [4.4792, 1.2799, -4.7235], [3.4130, 0.4752, -5.1020], [2.3067, -3.6709, -4.4764], [2.7860, -4.4311, -5.5373], [2.8767, -3.5683, -6.6740], [2.4808, -2.3048, -6.2519], [-1.6635, 1.8626, -2.5708], [-1.7743, 3.2128, -2.8829], [-2.1609, 3.2916, -4.2588], [-2.2815, 1.9886, -4.7269], [-4.3507, -0.3150, -5.1671], [-5.4687, -1.1004, -5.4261], [-5.2941, -2.3321, -4.7111], [-4.0846, -2.2565, -4.0376], [0.9484, -0.3699, -6.1714], [0.4463, 0.8493, -5.0042], [-1.5439, -0.2026, -6.0763], [-0.9849, -1.8153, -5.5937], [3.1598, 0.1729, -1.8559], [5.2397, 1.7900, -2.6653], [5.1427, 1.8032, -5.3972], [3.0503, 0.2511, -6.0906], [2.0696, -3.9258, -3.4500], [3.0499, -5.4819, -5.4999], [3.1868, -3.8277, -7.6790], [2.4305, -1.3953, -6.8330], [-1.3505, 1.3507, -1.6809], [-1.6062, 4.0381, -2.2037], [-2.3283, 4.1911, -4.8338], [-2.5177, 1.6501, -5.7236], [-4.1229, 0.6696, -5.5306], [-6.3024, -0.8245, -6.0534], [-5.9720, -3.1723, -4.7026], [-3.5617, -2.9560, -3.4028], [1.2908, 1.4493, 7.5616], [0.9313, 0.0526, 7.6223], [1.9829, -0.9418, 7.4976], [-0.3211, -0.3826, 6.6140], [-1.4444, -0.8360, 7.2589], [-2.6037, -1.6094, 6.3075], [-1.3167, -0.7074, 8.7054], [-2.1108, -1.1421, 9.7856], [-1.6428, -1.0027, 11.1084], [-0.3519, -0.5117, 11.3833], [0.4870, -0.1834, 10.3183], [-0.0383, -0.2511, 9.0431], [-3.0903, -1.5808, 9.5655], [-2.2766, -1.2834, 11.9571], [0.0079, -0.3872, 12.4030], [1.5259, 0.1220, 10.4272]], "forces_ev_per_a": [[1.20, -0.50, -1.08], [-0.58, 0.09, -0.28], [0.13, -0.70, 0.86], [-0.56, -0.13, -0.77], [-0.28, 0.73, -0.51], [0.12, -0.39, 0.84], [0.36, -0.08, -0.09], [0.07, 0.37, 0.26], [0.43, 0.00, -0.04], [-0.97, 0.16, -0.07], [0.02, -0.11, -0.27], [0.35, 0.37, 0.37], [-0.20, -0.39, -0.06], [0.49, 0.29, 0.01], [0.31, 0.31, -0.02], [-0.13, -0.04, 0.27], [-0.15, 0.24, 0.45], [-0.29, -0.26, -0.67], [0.30, 0.04, 0.39], [-0.33, -0.22, -0.22], [0.12, -0.11, -0.16], [-0.16, -0.22, 0.08], [0.24, -0.12, -0.67], [0.02, -0.53, 0.45], [0.40, 0.30, 0.06], [2.47, -0.14, -2.77], [-1.71, 1.85, -1.93], [0.30, 0.82, 0.67], [-0.80, -0.53, 0.38], [1.03, 0.41, 0.39], [-0.25, -1.09, 0.04], [-0.55, 0.14, 0.12], [0.22, -0.40, 0.04], [0.45, 0.32, -1.00], [-0.83, -0.67, 0.06], [-1.00, -0.77, 0.33], [0.54, 0.55, 0.71], [0.23, 0.13, -0.82], [-0.35, 0.54, 0.57], [-0.32, 0.82, 0.89], [-0.04, -0.84, -0.04], [-0.57, 0.59, -0.82], [0.09, -1.12, -0.05], [0.07, -1.21, 0.17], [0.09, 0.69, 0.53], [-0.53, -0.89, 0.22], [1.29, 0.03, 0.64], [0.83, 0.34, 0.19], [-0.56, 0.96, -0.56], [-0.14, 0.04, 0.47], [0.00, -0.23, 0.16], [0.08, -0.27, 0.37], [-0.03, 0.15, 0.00], [0.14, 0.11, -0.03], [-0.13, -0.08, -0.04], [-0.09, -0.06, 0.08], [0.11, 0.10, 0.20], [0.13, -0.07, -0.22], [-0.12, 0.22, 0.03], [0.01, 0.07, 0.23], [0.00, -0.35, 0.12], [-0.11, 0.15, -0.05], [0.06, -0.14, -0.12], [0.02, -0.14, 0.02], [0.08, 0.10, 0.18], [-0.11, -0.10, 0.16], [0.07, 0.01, 0.05], [0.08, 0.05, 0.03], [-0.17, -0.02, 0.01], [-0.33, -0.79, -0.32], [-0.02, -0.09, 0.11], [-0.88, 0.75, 0.10], [-0.89, 0.35, 0.54], [1.98, 0.51, -1.91], [-0.92, 0.24, 1.07], [0.58, -0.37, 2.34], [-0.16, 0.19, -0.33], [0.15, 0.14, -0.20], [-0.28, -0.09, -0.46], [-0.35, 0.13, -0.06], [0.17, -0.21, 0.56], [0.33, 0.21, 0.24], [0.17, 0.04, -0.50], [-0.20, -0.20, -0.18], [-0.25, 0.00, 0.24]]}